## A
A 2-piece molecular cluster, C2H4ClOP overall. Source: the OMol25 dataset; level of theory: ωB97M-V/def2-TZVPD.

Output
Gap between HOMO and LUMO ... 9.696 eV
E_HOMO ... -0.3485 hartree
Spin multiplicity ... 1
E_LUMO ... 0.2125 eV

```
9
Properties=species:S:1:pos:R:3:nbo_charge:R:1
C 0.03995 -0.00146 0.04805 -0.10
C 1.32501 -0.21999 0.79181 -0.70
O 0.04422 -1.27221 -0.52242 -0.78
P 1.51157 -1.73048 0.17770 0.98
Cl -2.59234 -1.29657 -2.25766 -0.28
H -0.73339 0.17972 0.66648 0.19
H 0.16213 0.95108 -0.67634 0.19
H 1.83478 0.57539 1.24587 0.22
H -1.96401 -0.99223 -1.16434 0.28
```

=====

## B
One molecule with the formula C2H4ClOP. Source: the OMol25 dataset; level of theory: ωB97M-V/def2-TZVPD.

Output
SMILES string ... O/P=C/CCl
Gap between HOMO and LUMO ... 8.926 eV
E_HOMO ... -0.3362 hartree
Spin multiplicity ... 1
E_LUMO ... -0.2223 eV

```
9
Properties=species:S:1:pos:R:3:nbo_charge:R:1
O 1.29278 2.24711 -0.84267 -0.97
P 1.22455 1.24235 0.40202 1.03
C 0.54748 -0.24391 -0.12168 -0.77
C 0.50806 -1.37419 0.88440 -0.30
Cl 2.24477 -2.36692 0.81465 -0.19
H 1.76461 3.03469 -0.61357 0.51
H 0.53433 -0.11814 -1.27322 0.25
H -0.18609 -2.17072 0.89162 0.23
H 0.32193 -0.82376 1.75760 0.21
```

=====

Stability ranking, top entry: B; the second entry is 0.0191 hartree less favorable.

=====

## A
One molecule with the formula C2H4ClOP. Source: the OMol25 dataset; level of theory: ωB97M-V/def2-TZVPD.

Output
Gap between HOMO and LUMO (alpha / beta) ... 7.484 / 8.266 eV
E_HOMO (alpha / beta) ... -0.3034 / -0.3349 hartree
Spin multiplicity ... 1
E_LUMO (alpha / beta) ... -0.7721 / -0.8472 eV

```
9
Properties=species:S:1:pos:R:3:nbo_charge:R:1
C -0.13477 0.68822 0.33904 -0.13
C 1.04679 0.05169 -0.44801 -0.38
O -1.35768 0.24432 -0.26719 -0.82
P -1.22764 -1.30482 -0.85935 0.95
Cl -0.94990 -2.37059 0.92524 -0.36
H -0.23957 0.45594 1.39356 0.19
H -0.23176 1.80421 0.29129 0.19
H 1.11360 0.56765 -1.30770 0.16
H 1.98093 -0.13662 -0.06689 0.18
```

=====

## B
One molecule with the formula C2H4ClOP. Source: the OMol25 dataset; level of theory: ωB97M-V/def2-TZVPD.

Output
Gap between HOMO and LUMO (alpha / beta) ... 6.700 / 8.244 eV
E_HOMO (alpha / beta) ... -0.2567 / -0.3005 hartree
Spin multiplicity ... 1
E_LUMO (alpha / beta) ... -0.2860 / 0.0660 eV

```
9
Properties=species:S:1:pos:R:3:nbo_charge:R:1
C -0.02866 -0.08369 0.45682 -0.30
C -1.31029 -0.58054 0.02821 -0.69
O 3.34347 0.92469 -0.51450 -1.02
P 2.10658 0.93543 -1.23040 1.08
Cl 0.33666 1.62848 0.22446 0.06
H 0.46028 -0.58151 1.24639 0.20
H -1.69408 0.03902 -0.76519 0.23
H -1.85857 -0.72238 0.90038 0.22
H -1.35538 -1.55950 -0.34618 0.23
```

=====

Stability ranking, top entry: A; the second entry is 0.0348 hartree less favorable.

=====

## A
CH2ClIO as an isolated structure. Source: the OMol25 dataset; level of theory: ωB97M-V/def2-TZVPD.

Output
Gap between HOMO and LUMO ... 9.708 eV
E_HOMO ... -0.3661 hartree
Spin multiplicity ... 1
E_LUMO ... -0.2537 eV

```
6
Properties=species:S:1:pos:R:3:nbo_charge:R:1
C 0.82645 0.52583 0.31154 -0.28
O -0.55018 -0.62299 -0.56108 -0.81
Cl 0.36777 2.03513 -0.19491 0.13
I 2.71543 -0.11746 -0.03111 0.28
H 0.33299 0.11808 1.22921 0.24
H -0.57986 -1.36135 0.08738 0.44
```

=====

## B
One molecule with the formula CH2ClIO. Source: the OMol25 dataset; level of theory: ωB97M-V/def2-TZVPD.

Output
SMILES string ... O[C@H](Cl)I
Gap between HOMO and LUMO ... 9.960 eV
E_HOMO ... -0.3599 hartree
Spin multiplicity ... 1
E_LUMO ... 0.1682 eV

```
6
Properties=species:S:1:pos:R:3:nbo_charge:R:1
O 0.09285 -1.00364 0.53070 -0.71
C -0.06187 0.13166 -0.19420 -0.02
Cl 0.84764 1.51464 0.52077 -0.07
I -2.17679 0.54955 -0.24528 0.11
H 1.02380 -1.24815 0.62098 0.49
H 0.27437 0.05595 -1.23298 0.19
```

=====

## C
One molecule with the formula CH2ClIO. Source: the OMol25 dataset; level of theory: ωB97M-V/def2-TZVPD.

Output
Gap between HOMO and LUMO (alpha / beta) ... 5.610 / 5.617 eV
E_HOMO (alpha / beta) ... -0.2945 / -0.2946 hartree
Spin multiplicity ... 1
E_LUMO (alpha / beta) ... -2.4034 / -2.3986 eV

```
6
Properties=species:S:1:pos:R:3:nbo_charge:R:1
C 0.49167 -1.10930 0.42745 -0.40
O 0.11357 2.07707 -1.18325 -0.98
Cl -0.73901 -0.27424 1.10046 0.28
I -1.60820 1.91642 -0.58155 0.67
H 0.25203 -1.88726 -0.27547 0.21
H 1.48994 -0.72269 0.51236 0.22
```

=====

Stability ranking, top entry: B; the second entry is 0.0898 hartree less favorable.

=====

## A
A 3-piece molecular cluster, C6H20N2O2 overall. Source: the OMol25 dataset; level of theory: ωB97M-V/def2-TZVPD.

Output
SMILES string ... C[C@@H](N)CCCCN.O.O
Gap between HOMO and LUMO ... 9.299 eV
E_HOMO ... -0.3304 hartree
Spin multiplicity ... 1
E_LUMO ... 0.3075 eV

```
30
Properties=species:S:1:pos:R:3:nbo_charge:R:1
C 0.39587 -0.37660 -3.24015 -0.63
C 0.14700 -0.22463 -1.71932 -0.04
N 0.80629 -1.26884 -0.95537 -0.89
C 0.78225 1.17736 -1.32190 -0.43
C -0.28215 1.87869 -0.42024 -0.38
C -0.70771 1.06280 0.83919 -0.43
C 0.32132 1.16649 1.93541 -0.22
N 0.47066 2.49128 2.60100 -0.84
H 1.39408 -0.08290 -3.47762 0.20
H 0.28678 -1.35449 -3.70441 0.21
H -0.34530 0.25532 -3.70097 0.21
H -1.02673 -0.24109 -1.43974 0.20
H 1.66687 -1.57018 -1.30297 0.37
H 0.17184 -1.97536 -0.60832 0.38
H 1.70989 0.91847 -0.77805 0.21
H 0.89036 1.99444 -2.06499 0.21
H -1.18122 1.92142 -0.97707 0.19
H 0.04896 2.95825 -0.22007 0.19
H -0.74015 -0.02652 0.51727 0.22
H -1.62735 1.51724 1.15053 0.20
H 1.30226 0.92986 1.50738 0.19
H 0.10241 0.40261 2.67553 0.18
H -0.38796 2.83402 3.07710 0.35
H 0.60859 3.24230 1.90892 0.35
O 0.80637 -3.72544 1.90772 -0.95
H 0.02676 -3.26370 2.20983 0.47
H 1.44445 -3.14489 1.47510 0.48
O -2.67117 -2.30543 1.17940 -0.93
H -2.04985 -2.02803 1.97735 0.46
H -2.36340 -3.16244 0.96945 0.47
```

=====

## B
A 3-piece molecular cluster, C6H20N2O2 overall. Source: the OMol25 dataset; level of theory: ωB97M-V/def2-TZVPD.

Output
SMILES string ... CCC[C@@H](CN)NC.O.O
Gap between HOMO and LUMO ... 9.120 eV
E_HOMO ... -0.3106 hartree
Spin multiplicity ... 1
E_LUMO ... 0.6691 eV

```
30
Properties=species:S:1:pos:R:3:nbo_charge:R:1
C 1.22583 -2.89339 0.02234 -0.63
C 0.35162 -1.69395 0.45204 -0.42
C 0.72645 -0.39803 -0.23355 -0.40
C -0.40563 0.66533 -0.18770 -0.06
C 0.17425 2.04580 -0.51897 -0.23
N -0.65281 3.22657 -0.19942 -0.84
N -1.44182 0.15930 -1.09958 -0.64
C -2.71453 0.89400 -1.26020 -0.41
H 0.57594 -3.76927 0.01660 0.22
H 2.08052 -3.16985 0.66120 0.20
H 1.85264 -2.87013 -0.87635 0.22
H -0.66018 -1.92205 0.11818 0.23
H 0.38157 -1.59242 1.53380 0.19
H 0.88887 -0.51616 -1.30925 0.20
H 1.64184 0.08320 0.10909 0.19
H -0.84997 0.77904 0.79906 0.18
H 0.40577 2.14090 -1.58179 0.19
H 1.05474 2.22432 0.11507 0.19
H -1.30216 3.15762 0.57693 0.36
H -1.18512 3.51650 -1.00812 0.35
H -1.03750 -0.08913 -1.99064 0.35
H -2.65636 1.97183 -1.33862 0.17
H -3.26912 0.63187 -0.35289 0.20
H -3.20556 0.43353 -2.11376 0.20
O -1.26836 0.14834 3.09885 -0.93
H -0.60363 -0.01200 2.39167 0.46
H -0.74142 -0.03450 3.91437 0.47
O 3.89436 -1.04863 -0.00931 -0.94
H 3.53742 -1.56636 0.67687 0.47
H 3.20235 -0.50230 -0.40594 0.47
```

=====

## C
A 3-piece molecular cluster, C6H20N2O2 overall. Source: the OMol25 dataset; level of theory: ωB97M-V/def2-TZVPD.

Output
SMILES string ... CCNCCN(C)C.O.O
Gap between HOMO and LUMO ... 8.584 eV
E_HOMO ... -0.2951 hartree
Spin multiplicity ... 1
E_LUMO ... 0.5554 eV

```
30
Properties=species:S:1:pos:R:3:nbo_charge:R:1
C -1.37665 -1.42589 -2.06100 -0.64
C -1.69064 0.01501 -2.32201 -0.21
N -1.48899 0.86859 -1.12287 -0.64
C -0.13022 1.31817 -0.91662 -0.24
C 0.19625 1.33510 0.63818 -0.20
N 1.52293 0.87909 0.93411 -0.47
C 2.63999 1.47927 0.17342 -0.42
C 1.74344 0.59270 2.31254 -0.40
H -1.33807 -2.01721 -2.97639 0.21
H -2.18788 -1.84987 -1.45039 0.21
H -0.55424 -1.62936 -1.37326 0.23
H -1.08987 0.42637 -3.14758 0.16
H -2.73715 0.17374 -2.60879 0.19
H -2.07940 1.66991 -1.32492 0.36
H -0.01418 2.35621 -1.24983 0.17
H 0.67193 0.71899 -1.34885 0.20
H -0.08257 2.32195 1.05633 0.15
H -0.53612 0.62300 1.02635 0.19
H 3.48778 1.64937 0.81991 0.20
H 2.36098 2.36395 -0.39735 0.20
H 2.92518 0.67481 -0.51401 0.20
H 1.85044 1.47609 2.97380 0.16
H 2.70497 0.09728 2.53175 0.19
H 1.01348 -0.08779 2.73863 0.20
O -3.26438 -1.17783 1.52137 -0.93
H -2.46949 -0.66778 1.30266 0.47
H -3.05100 -1.32822 2.46450 0.46
O 1.05558 -3.59026 0.37556 -0.93
H 1.58527 -3.21898 1.07949 0.47
H 0.33266 -4.04642 0.86525 0.47
```

=====

Stability ranking, top entry: B; the second entry is 0.0105 hartree less favorable.